1.
The following is a quantum chemistry calculation of a single C3H2Cl2S molecule in a non-equilibrium geometry, from the OMol25 dataset.

As for the lowest unoccupied orbital energy: -0.828 eV. The value obtained for the frontier orbital gap is 8.23 eV. Its structure (SMILES) is S=CC=C(Cl)Cl. For the HOMO energy, the calculation gives -9.06 eV. Its total charge is 0. As for the energy above the lowest of the compared OMol25 structures with the same formula, charge and spin: 0.507 eV. Its total energy is -39021.600 eV.

Geometry (Å):
C -0.61 0.12 0.40
C 0.43 -0.76 -0.40
C -1.40 1.00 -0.14
S 1.77 -1.25 0.33
Cl -2.50 1.97 0.72
Cl -1.64 1.20 -1.80
H -0.53 -0.11 1.57
H 0.40 -1.08 -1.43

Löwdin population analysis, charges in e, atoms 1 to 6: number 1, C, carries -0.277; number 2, C, carries -0.673; number 3, C, carries -1.236; number 4, S, carries 0.697; number 5, Cl, carries 0.647; number 6, Cl, carries 0.669



2.
The following is a quantum chemistry calculation of 8 unconnected molecules or ions with the total composition CH17O8 in a non-equilibrium geometry, from the OMol25 dataset.

As for the lowest unoccupied orbital energy: 2.776 eV. The value obtained for the frontier orbital gap is 5.15 eV. For the HOMO energy, the calculation gives -2.38 eV. Its total charge is -1. As for the energy above the lowest of the compared OMol25 structures with the same formula, charge and spin: 2.986 eV. Its total energy is -17691.651 eV.

Geometry (Å):
C 10.58 -10.93 -5.33
O 9.44 -10.17 -4.95
H 11.42 -10.24 -5.32
H 10.92 -11.76 -4.71
H 10.39 -11.45 -6.28
O 5.27 -8.37 -7.66
H 5.51 -7.46 -7.81
H 5.85 -8.65 -6.96
O 5.48 -14.07 -5.04
H 6.08 -13.34 -4.90
H 4.61 -13.67 -5.04
O 5.35 -7.28 -2.09
H 6.16 -7.48 -2.55
H 5.00 -8.13 -1.83
O 12.73 -6.58 -8.52
H 13.04 -7.12 -9.25
H 12.29 -7.20 -7.93
O 10.02 -16.93 -1.87
H 9.51 -16.42 -2.49
H 9.70 -16.66 -1.01
O 10.31 -5.86 -2.44
H 9.67 -5.15 -2.50
H 9.88 -6.60 -2.88
O 16.49 -7.49 -2.84
H 15.72 -7.16 -3.31
H 16.81 -8.20 -3.39

Löwdin population analysis, charges in e, atoms 1 to 6: number 1, C, carries -0.471; number 2, O, carries -0.543; number 3, H, carries 0.013; number 4, H, carries 0.006; number 5, H, carries 0.015; number 6, O, carries -0.062